Record 1
A cluster of 10 separate species, C36H44Br12N4O8 in total. Source: the OMol25 dataset; level of theory: ωB97M-V/def2-TZVPD.

```
104
Properties=species:S:1:pos:R:3:lowdin_charge:R:1
O -2.324 3.482 0.883 -0.0098
N -3.364 4.103 0.908 -0.3138
O -3.450 5.248 1.430 0.0509
C -4.623 3.584 0.350 -0.1530
C -5.902 4.229 0.500 0.0159
C -7.057 3.562 0.125 -0.0854
C -7.014 2.327 -0.502 -0.0445
C -5.727 1.755 -0.723 -0.0536
C -4.583 2.348 -0.191 -0.0715
H -6.001 5.264 0.792 0.1142
H -7.953 4.097 0.402 0.1072
H -7.926 1.801 -0.740 0.1049
H -5.707 0.741 -1.095 0.0660
H -3.641 1.836 -0.317 0.0695
O 2.337 -2.811 -2.004 0.0483
N 1.707 -2.551 -3.017 -0.3303
O 0.521 -2.337 -3.145 0.0541
C 2.487 -2.620 -4.314 -0.1193
C 3.815 -3.034 -4.268 -0.0027
C 4.586 -3.041 -5.444 -0.0708
C 4.070 -2.756 -6.695 -0.0679
C 2.712 -2.463 -6.744 -0.0775
C 1.912 -2.369 -5.586 -0.0286
H 4.261 -3.326 -3.329 0.1141
H 5.603 -3.406 -5.427 0.1040
H 4.693 -2.976 -7.550 0.1102
H 2.260 -2.286 -7.709 0.1065
H 0.853 -2.198 -5.703 0.0764
O 1.677 -7.513 6.512 0.0669
N 1.670 -6.309 6.305 -0.3403
O 1.190 -5.531 7.111 0.0643
C 2.224 -5.727 4.998 -0.0839
C 1.982 -4.357 4.636 -0.0189
C 2.582 -3.869 3.476 -0.0872
C 3.359 -4.705 2.686 -0.0846
C 3.520 -6.026 2.967 -0.0755
C 2.949 -6.542 4.114 -0.0100
H 1.509 -3.681 5.333 0.0853
H 2.502 -2.805 3.307 0.0691
H 3.822 -4.145 1.887 0.1132
H 4.006 -6.619 2.207 0.1132
H 3.052 -7.590 4.354 0.1154
O -0.321 9.680 1.316 0.0834
N 0.732 9.269 0.891 -0.3519
O 1.694 9.927 0.524 0.0567
C 0.920 7.795 0.629 -0.1168
C 2.026 7.366 -0.077 -0.0291
C 2.222 6.009 -0.202 -0.0646
C 1.281 5.147 0.396 -0.0873
C 0.116 5.515 1.011 -0.0637
C -0.091 6.897 1.094 0.0248
H 2.769 8.033 -0.489 0.1175
H 3.120 5.679 -0.703 0.0878
H 1.476 4.085 0.389 0.0653
H -0.620 4.814 1.375 0.0692
H -0.988 7.341 1.499 0.1092
Br -2.427 -3.370 0.732 0.6213
C -0.820 -4.456 0.494 -0.7068
C -0.755 -5.137 -0.866 -0.6486
Br 1.050 -5.884 -1.002 0.6435
H -0.745 -5.060 1.399 0.0560
H 0.122 -3.910 0.544 -0.0110
H -0.826 -4.419 -1.682 0.0343
H -1.488 -5.920 -1.063 0.0611
Br -2.319 -2.364 -6.389 0.5625
C -2.732 -2.183 -4.412 -0.6544
C -2.721 -0.732 -4.043 -0.6341
Br -3.222 -0.709 -2.135 0.6565
H -2.032 -2.812 -3.862 0.0345
H -3.693 -2.654 -4.208 0.0521
H -3.434 -0.117 -4.591 0.0655
H -1.781 -0.181 -3.993 0.0189
Br 3.318 1.446 3.826 0.5708
C 1.686 0.573 4.542 -0.6729
C 0.845 1.561 5.383 -0.6502
Br 0.036 2.971 4.262 0.6098
H 1.994 -0.343 5.047 0.0551
H 1.112 0.241 3.677 -0.0476
H 1.430 1.988 6.197 0.0539
H 0.043 1.103 5.962 0.0487
Br 1.705 1.164 -6.041 0.5471
C 2.455 1.216 -4.124 -0.6085
C 2.410 2.633 -3.494 -0.6284
Br 3.198 2.529 -1.677 0.6426
H 3.499 0.905 -4.158 0.0464
H 1.928 0.476 -3.522 0.0278
H 1.350 2.769 -3.280 -0.0280
H 2.928 3.428 -4.030 0.0617
Br -0.841 1.829 -1.877 0.6634
C -0.099 1.001 -0.230 -0.5808
C 0.075 -0.555 -0.235 -0.6581
Br 0.800 -1.252 1.396 0.7347
H -0.923 1.163 0.466 0.0232
H 0.783 1.552 0.096 0.0258
H 0.602 -1.018 -1.070 0.0201
H -0.900 -1.038 -0.309 -0.0283
Br -3.553 1.413 3.138 0.6545
C -2.244 -0.099 3.130 -0.6610
C -2.413 -1.037 4.367 -0.6027
Br -1.256 -2.630 4.122 0.5931
H -1.230 0.298 3.173 -0.0069
H -2.314 -0.678 2.210 0.0046
H -3.422 -1.448 4.390 0.0493
H -2.102 -0.601 5.316 0.0486
```

Computed properties:
LUMO energy (eV): -1.04
Charge: 0
Structure (SMILES): O=[N+]([O-])c1ccccc1.O=[N+]([O-])c1ccccc1.O=[N+]([O-])c1ccccc1.O=[N+]([O-])c1ccccc1.BrCCBr.BrCCBr.BrCCBr.BrCCBr.BrCCBr.BrCCBr
HOMO-LUMO gap (Ha): 0.3104



Record 2
A structure of composition C36H44IN5O3ReSi. Source: the OMol25 dataset; level of theory: ωB97M-V/def2-TZVPD.

```
91
Properties=species:S:1:pos:R:3:lowdin_spin:R:1
Re -1.022 0.729 -0.505 0.6920
O -3.081 -4.293 0.584 -0.0011
C -1.744 -4.450 0.684 -0.0032
C -1.175 -5.717 0.805 0.0005
C 0.191 -5.866 0.921 -0.0035
C 1.028 -4.751 0.926 0.0001
C 0.473 -3.499 0.790 -0.0025
C -0.913 -3.317 0.663 -0.0008
C -1.416 -1.968 0.418 -0.0143
O -0.502 -1.038 0.185 -0.0011
N -2.676 -1.645 0.422 -0.0057
N -2.747 -0.325 0.050 -0.0124
C -3.906 0.235 -0.050 0.1186
C -3.897 1.537 -0.673 0.0083
C -5.025 2.290 -0.945 0.0192
C -4.890 3.463 -1.671 0.0067
C -3.632 3.834 -2.114 0.0158
C -2.537 3.053 -1.791 0.0109
N -2.659 1.929 -1.073 0.0143
H -3.505 -5.160 0.555 0.0000
H -1.821 -6.587 0.806 0.0001
H 0.611 -6.860 1.004 -0.0002
H 2.097 -4.868 1.022 0.0001
H 1.112 -2.627 0.768 -0.0002
H -4.809 -0.302 0.214 0.0049
H -5.992 1.945 -0.606 0.0004
H -5.756 4.070 -1.896 -0.0001
H -3.483 4.726 -2.706 0.0006
H -1.538 3.330 -2.106 0.0007
I -1.959 3.542 1.745 0.0267
C -0.527 2.474 0.567 -0.0080
H 0.295 2.271 1.246 -0.0011
H -0.179 3.195 -0.178 -0.0002
C -0.183 -0.185 5.092 0.0000
C -0.415 0.117 3.594 0.0004
N -1.706 -0.413 3.163 0.0028
C -1.822 -1.810 3.593 0.0000
C -1.966 -1.882 5.129 0.0001
N -1.524 -0.549 5.670 0.0000
C -2.530 0.505 5.297 0.0001
C -2.793 0.344 3.787 0.0001
H 0.199 0.669 5.648 0.0000
H 0.473 -1.038 5.259 0.0000
H 0.379 -0.333 2.998 -0.0001
H -0.409 1.192 3.412 0.0000
H -0.930 -2.347 3.269 0.0000
H -2.679 -2.274 3.107 -0.0001
H -1.341 -2.650 5.582 0.0000
H -2.994 -2.029 5.455 0.0000
H -1.451 -0.605 6.684 0.0000
H -2.082 1.468 5.543 0.0000
H -3.417 0.361 5.911 0.0000
H -2.882 1.324 3.326 -0.0001
H -3.722 -0.201 3.614 0.0001
C 3.307 1.962 0.358 0.0007
C 3.453 0.780 -0.609 0.0037
C 3.203 -0.527 0.158 0.0001
C 4.875 0.749 -1.181 0.0008
Si 2.168 0.881 -1.976 0.0121
O 0.634 0.919 -1.207 0.1124
C 2.110 2.446 -2.991 -0.0003
C 0.885 2.782 -3.583 -0.0004
C 0.755 3.890 -4.404 0.0000
C 1.858 4.696 -4.655 0.0000
C 3.082 4.379 -4.087 0.0000
C 3.205 3.266 -3.265 0.0000
C 2.181 -0.626 -3.056 0.0019
C 1.341 -1.722 -2.847 -0.0004
C 1.425 -2.851 -3.648 0.0000
C 2.358 -2.903 -4.674 -0.0001
C 3.201 -1.824 -4.898 0.0001
C 3.110 -0.695 -4.098 0.0003
H 4.116 1.948 1.093 0.0000
H 2.365 1.904 0.910 0.0004
H 3.342 2.927 -0.152 0.0000
H 3.848 -0.567 1.041 0.0000
H 3.422 -1.403 -0.456 0.0000
H 2.164 -0.600 0.497 0.0001
H 5.591 0.648 -0.359 0.0003
H 5.139 1.659 -1.719 0.0000
H 5.024 -0.101 -1.849 0.0000
H 0.022 2.140 -3.435 -0.0003
H -0.198 4.119 -4.866 0.0000
H 1.766 5.560 -5.299 0.0000
H 3.947 4.997 -4.285 0.0000
H 4.175 3.053 -2.837 0.0000
H 0.620 -1.707 -2.037 -0.0002
H 0.766 -3.692 -3.472 0.0000
H 2.427 -3.782 -5.301 0.0000
H 3.927 -1.861 -5.700 0.0000
H 3.767 0.145 -4.301 0.0000
```

Computed properties:
Expectation value of S²: 0.79
LUMO energy (alpha / beta) (eV): -6.31 / -6.65
Multiplicity: 2
Charge: +2
HOMO-LUMO gap (alpha / beta) (Ha): 0.2476 / 0.2349



Q: What is the charge in the first record?
A: 0